(1)
# C5H11N3O2PS

A gas-phase ion, C5H11N3O2PS (charge +1) (the ωB97M-V functional and the def2-TZVPD basis, the OMol25 dataset).

Calculated values
**Lowest unoccupied orbital energy**: -4.6 eV
**Orbital gap**: 9.2146 eV
**HOMO**: -13.830 eV

```
! wB97M-V def2-TZVPD RIJCOSX def2/J DEFGRID3
* xyz 1 1
C -3.62 0.73 -0.15
C -0.88 0.49 -0.02
C 1.38 -0.40 0.36
C 3.55 -1.47 0.16
C 0.82 2.73 -0.20
N 2.15 -1.34 -0.17
N -2.54 -0.09 -0.05
N -0.01 -0.47 -0.13
O -4.71 0.25 -0.10
O 1.68 0.45 1.15
P -2.71 -1.82 0.12
S -0.86 2.14 0.13
H -3.40 1.79 -0.29
H 4.17 -1.24 -0.71
H 3.78 -0.77 0.96
H 3.76 -2.48 0.49
H 0.72 3.81 -0.27
H 1.19 2.32 -1.14
H 1.48 2.46 0.63
H 1.78 -1.98 -0.86
H -0.42 -1.41 -0.27
H -3.71 -1.94 -0.84
H -3.61 -1.76 1.19
*
```



(2)
# C5H11N3O2S

2 unconnected molecules or ions with the total composition C5H11N3O2S (the ωB97M-V functional and the def2-TZVPD basis, the OMol25 dataset).

Calculated values
**Lowest unoccupied orbital energy**: 0.7 eV
**Orbital gap**: 9.2626 eV
**HOMO**: -8.598 eV

```
! wB97M-V def2-TZVPD RIJCOSX def2/J DEFGRID3
* xyz 0 1
C -2.30 0.13 -0.74
C -1.95 -1.21 -0.59
C -1.43 0.98 -0.12
C -1.42 2.46 0.08
C -0.13 -2.40 0.72
N -0.39 -0.01 0.56
N -0.82 -1.24 0.13
N 3.60 -0.14 -0.21
O 1.60 -0.09 -1.40
O 1.89 1.63 0.36
S 1.94 -0.04 0.01
H -3.22 0.21 -1.35
H -2.38 -2.20 -0.80
H -2.26 2.78 -0.40
H -0.59 2.83 -0.42
H -1.65 2.58 1.14
H 0.40 -2.24 1.61
H -0.97 -3.24 0.80
H 0.70 -2.69 -0.03
H 1.12 1.80 1.02
H 3.96 0.41 -0.91
H 4.31 -0.33 0.52
*
```